The following is a DFT calculation (ωB97M-V/def2-TZVPD) of a 14-piece molecular cluster, C48H104O18 overall.

```
170
Properties=species:S:1:pos:R:3:mulliken_charge:R:1
C 14.5023 13.5460 19.6326 -0.542
C 14.2617 13.7369 18.1558 2.275
O 13.6387 14.9978 17.8225 -0.505
O 13.3591 13.9526 20.3681 -0.647
H 15.2170 14.3034 19.9593 0.350
H 14.7613 12.5516 19.8786 0.294
H 13.5212 13.0768 17.8235 -0.951
H 15.2125 13.6796 17.6363 -0.880
H 12.9935 15.2364 18.5110 0.310
H 12.5535 13.3688 20.1885 0.327
C 10.0354 15.0540 7.3641 -0.528
C 10.9101 13.7760 7.2047 -0.438
O 12.0851 13.7687 8.0329 -0.423
O 10.7330 16.2312 6.9212 -0.578
H 9.7884 15.2870 8.4427 0.217
H 9.1350 14.9843 6.7365 0.389
H 11.1270 13.6568 6.1294 0.384
H 10.3167 12.9263 7.5708 0.278
H 12.8130 13.6496 7.4157 -0.129
H 11.2449 16.4983 7.7042 0.427
C 12.8607 16.6749 10.6076 0.306
C 11.7321 16.9168 11.5665 -0.447
O 12.2466 17.3722 12.8120 -0.222
O 12.4508 16.3166 9.3080 -0.454
H 13.5764 15.9135 10.9954 -0.198
H 13.3985 17.6683 10.5773 0.155
H 11.1831 15.9795 11.6641 0.218
H 11.1040 17.6430 11.0337 0.422
H 11.6276 17.0752 13.4258 0.370
H 12.5263 15.3713 9.1961 0.217
C 15.7847 17.6171 13.9752 0.527
C 14.9082 17.2387 15.1792 -0.773
O 15.7288 16.4204 16.0003 -0.469
O 15.1853 18.6810 13.2079 -0.679
H 16.1646 16.7857 13.3595 -0.432
H 16.6907 18.1001 14.2937 0.533
H 13.9256 16.7252 14.9763 0.070
H 14.6945 18.1290 15.7176 0.510
H 15.1689 16.0643 16.6599 0.179
H 14.3326 18.4066 12.8188 0.285
C 17.1811 12.3455 7.0563 -0.414
C 16.5555 12.7993 8.4046 2.247
C 15.7902 14.0823 8.0055 1.820
O 16.3567 14.4593 6.7632 -0.553
C 16.4219 13.1789 6.0850 -0.553
H 17.1643 11.2791 6.9143 0.440
H 18.2901 12.6915 7.0337 0.177
H 17.2084 12.9652 9.3130 -0.752
H 15.8795 12.0039 8.7134 -1.324
H 15.8950 14.9032 8.6926 0.434
H 14.7356 13.8463 7.8774 -1.810
H 16.8655 13.3442 5.0788 0.339
H 15.4315 12.8583 5.9340 0.189
C 18.3480 14.4071 15.4682 0.606
C 19.1782 14.7312 16.7652 -0.906
C 18.3365 14.0556 17.7859 -0.366
O 17.7469 12.9287 17.2132 -0.483
C 17.9499 12.9598 15.7839 0.401
H 18.9351 14.5590 14.5522 0.148
H 17.4502 15.0514 15.3791 -0.414
H 19.3062 15.8103 16.8831 0.377
H 20.0975 14.2002 16.6219 0.344
H 17.6030 14.8249 18.0314 0.073
H 18.8638 13.7735 18.6511 0.449
H 17.0376 12.5422 15.3188 -0.620
H 18.7688 12.3580 15.4798 0.470
C 8.2398 16.3454 15.7847 -0.649
C 9.4260 16.4356 16.7224 -0.527
C 10.6340 16.2550 15.8456 0.184
O 10.2180 16.5861 14.5020 -0.448
C 8.8101 16.6452 14.3982 -0.681
H 7.4319 17.0684 16.0495 0.291
H 7.7715 15.3681 15.8450 0.216
H 9.3591 15.6298 17.4397 0.229
H 9.4546 17.3918 17.2704 0.377
H 10.9407 15.1677 15.8492 -0.211
H 11.4578 16.8096 16.1805 0.305
H 8.3386 15.9871 13.6977 0.359
H 8.4574 17.7056 14.1461 0.314
C 10.3010 12.0836 18.7404 0.091
C 9.1925 11.0364 19.0302 -0.736
C 9.9674 9.7513 19.2785 -0.611
O 11.1400 9.8309 18.4786 -0.388
C 11.6117 11.1379 18.5808 0.174
H 10.3674 12.9504 19.4408 0.483
H 10.1104 12.5047 17.7601 -0.182
H 8.4509 11.0159 18.2374 0.286
H 8.6355 11.1962 19.9566 0.300
H 9.4597 8.7707 19.2153 0.348
H 10.2370 9.8454 20.3653 0.297
H 12.1813 11.3676 17.6573 -0.664
H 12.2661 11.2417 19.4552 0.536
C 14.7506 8.9978 8.9086 -0.611
C 13.6131 9.5407 8.0910 -0.561
C 13.0657 10.6775 8.8933 0.529
O 13.1426 10.2309 10.2196 -0.414
C 14.3280 9.4832 10.3535 -0.081
H 15.6757 9.4975 8.7144 -0.003
H 14.9704 7.9552 8.8162 0.456
H 12.8246 8.7671 8.0654 0.295
H 13.9351 9.8261 7.0809 0.345
H 12.0688 10.9518 8.6856 0.323
H 13.6513 11.5329 8.7273 -0.552
H 14.2355 8.6571 11.0204 0.545
H 15.1354 10.1481 10.6483 -0.200
C 20.4743 12.6764 10.8812 -0.926
C 19.7286 12.6240 12.2667 -0.173
C 18.3731 11.9308 11.9373 0.830
O 18.3317 11.6701 10.5416 -0.526
C 19.5186 12.1782 9.8569 0.197
H 21.4246 12.0968 11.0545 0.131
H 20.7732 13.6690 10.7315 0.452
H 19.6298 13.6767 12.5947 -0.383
H 20.2612 12.1015 12.9936 0.560
H 17.4941 12.5650 12.0912 -0.625
H 18.3289 10.9764 12.4850 0.284
H 19.1899 12.9471 9.1987 -0.104
H 19.8741 11.3164 9.2302 0.336
C 8.9607 10.6290 13.0733 -0.742
C 10.4382 10.2543 13.2765 -0.209
C 10.6625 10.6530 14.7138 0.539
O 10.0043 11.9559 14.7883 -0.125
C 8.7625 11.6490 14.1486 -0.518
H 8.3559 9.7282 13.2521 0.221
H 8.7027 10.9716 12.0841 0.384
H 10.9966 10.7290 12.5050 0.014
H 10.6158 9.1904 13.0462 0.450
H 11.6279 10.9501 15.0303 -0.572
H 10.1848 9.9534 15.4487 -0.003
H 8.3500 12.5705 13.7164 0.198
H 8.1135 11.2912 14.9079 0.375
C 14.1170 12.9706 14.0943 1.644
C 14.3812 11.9832 12.9278 -0.896
C 14.7678 12.9406 11.7173 0.807
O 15.2698 14.1026 12.3169 -0.062
C 14.3610 14.3561 13.4386 0.187
H 14.8522 12.8609 14.8787 -0.987
H 13.0997 12.9788 14.5711 -0.102
H 13.6252 11.3076 12.6159 0.559
H 15.2617 11.4228 13.2076 0.253
H 13.8715 13.1700 11.1390 -0.144
H 15.5105 12.5741 11.0934 -0.677
H 13.4102 14.7266 12.9467 -0.009
H 14.7680 15.1674 14.0509 -0.606
C 17.6524 18.1813 9.2919 -0.677
C 18.0204 18.2215 10.7980 -0.394
C 18.5081 16.7884 11.0512 0.371
O 19.0537 16.3396 9.7949 -0.413
C 18.2783 16.8417 8.7790 -0.004
H 18.0473 19.0511 8.7528 0.289
H 16.6065 18.1649 9.1966 0.295
H 17.1628 18.5017 11.3057 0.176
H 18.8367 18.8836 11.0141 0.344
H 17.7089 16.1453 11.4590 -0.355
H 19.3738 16.7278 11.8139 0.273
H 17.5236 16.1828 8.4779 -0.329
H 18.9771 17.1654 8.0280 0.456
C 15.6220 9.4724 18.1299 -0.328
C 14.7497 8.3174 17.7111 -0.889
C 13.8698 8.8143 16.6077 -0.145
O 14.2862 10.2171 16.3423 0.074
C 15.6575 10.2193 16.7682 0.186
H 16.6648 9.2343 18.4540 0.354
H 15.1098 9.9915 18.9083 0.106
H 14.0738 7.9680 18.5305 0.376
H 15.1438 7.4404 17.3575 0.274
H 12.8185 8.9459 16.9194 -0.034
H 13.9038 8.3304 15.5582 0.274
H 16.0154 11.2427 16.8446 -0.423
H 16.2320 9.6718 16.0034 0.279
```

Calculated values
Frontier orbital gap in Eh: 0.3586
2S+1: 1
E_LUMO in eV: 0.453
Net charge: 0